Density functional theory data (the ωB97M-V functional and the def2-TZVPD basis) for a molecular structure, C25H28F5HfO2S in a non-equilibrium geometry.

CARTESIAN COORDINATES (ANGSTROEM)
1 O -3.369 1.053 -0.305
2 C -4.428 0.076 -0.777
3 C -5.435 1.134 -1.194
4 H -4.774 -0.547 0.057
5 H -4.065 -0.566 -1.587
6 C -4.335 2.104 -0.684
7 H -6.348 1.125 -0.609
8 H -5.615 1.198 -2.269
9 C -4.838 2.938 0.497
10 H -5.333 2.295 1.241
11 H -5.565 3.683 0.139
12 H -3.996 3.489 0.957
13 C -3.788 3.008 -1.769
14 H -3.510 2.462 -2.679
15 H -2.927 3.595 -1.398
16 H -4.567 3.730 -2.059
17 Hf 1.239 0.322 0.302
18 C 3.528 1.035 -0.229
19 C 3.423 -0.390 -0.369
20 C 2.693 -0.672 -1.552
21 H 4.007 -1.094 0.203
22 C 2.342 0.567 -2.170
23 C 2.854 1.619 -1.345
24 H 2.846 2.671 -1.608
25 H 4.255 1.494 0.447
26 H 2.540 -1.655 -1.978
27 H 1.878 0.676 -3.167
28 C 2.013 1.661 2.130
29 C 1.518 2.608 1.169
30 C 0.095 2.425 1.038
31 H 2.096 3.430 0.729
32 C -0.280 1.277 1.834
33 C 0.897 0.836 2.552
34 H 0.914 0.126 3.381
35 H 2.994 1.681 2.621
36 H -0.604 3.123 0.556
37 H -1.295 0.885 1.958
38 O -0.525 -1.122 -0.535
39 C -0.956 -0.176 -1.586
40 C -1.681 -0.998 -2.662
41 H -0.084 0.335 -2.042
42 H -1.628 0.577 -1.132
43 C -1.999 -2.344 -1.946
44 H -0.988 -1.218 -3.470
45 H -2.484 -0.378 -3.111
46 C -1.425 -2.273 -0.530
47 H -1.532 -3.184 -2.489
48 H -3.068 -2.573 -1.882
49 H -0.850 -3.152 -0.199
50 H -2.208 -2.047 0.209
51 F 6.776 -4.153 2.958
52 C 5.627 -3.520 2.620
53 C 4.953 -3.871 1.445
54 F 5.499 -4.744 0.574
55 C 3.724 -3.297 1.160
56 F 3.100 -3.625 0.000
57 C 3.140 -2.326 1.982
58 S 1.527 -1.766 1.535
59 C 3.865 -1.907 3.111
60 F 3.413 -0.859 3.851
61 C 5.064 -2.537 3.453
62 F 5.682 -2.246 4.622

Computed properties:
* ΔE to the lowest compared entry with this formula, charge and spin: 0.6257 eV
* net charge: +1
* LUMO level: -3.54 eV
* 2S+1: 1

***

Density functional theory data (the ωB97M-V functional and the def2-TZVPD basis) for a molecular structure, C25H28FeN in a non-equilibrium geometry.

CARTESIAN COORDINATES (ANGSTROEM)
1 C -2.557 4.038 0.990
2 C -3.060 2.768 1.677
3 C -1.893 1.751 1.663
4 N -0.774 2.427 0.935
5 C 0.485 1.913 0.830
6 C 0.788 0.489 0.641
7 C 2.278 0.329 0.800
8 C 2.795 1.714 0.751
9 C 1.749 2.658 0.774
10 C 2.009 4.039 1.055
11 C 3.378 4.480 0.984
12 C 4.426 3.574 0.839
13 C 4.163 2.166 0.785
14 C -1.032 3.917 0.855
15 H -3.009 4.120 0.000
16 H -2.827 4.933 1.553
17 H -3.364 2.973 2.710
18 H -3.930 2.352 1.163
19 H -1.625 1.515 2.714
20 H -2.175 0.788 1.199
21 H 0.152 -0.174 1.255
22 H 2.445 -0.110 1.819
23 H 2.829 -0.355 0.074
24 H 1.203 4.760 1.295
25 H 3.548 5.568 1.012
26 H 5.461 3.959 0.727
27 H 4.974 1.464 0.721
28 H -0.657 4.376 -0.086
29 H -0.618 4.469 1.740
30 C 0.831 -0.210 -1.947
31 C 0.465 -0.867 -0.664
32 C 0.627 -2.343 -0.564
33 C 0.191 -3.228 0.576
34 C 0.373 -4.605 0.167
35 C 0.870 -4.617 -1.214
36 C 1.000 -3.247 -1.661
37 Fe -0.839 -3.623 -1.032
38 C -2.046 -2.787 -2.407
39 C -2.607 -2.611 -1.073
40 C -2.744 -3.921 -0.464
41 C -2.272 -4.922 -1.419
42 C -1.830 -4.219 -2.627
43 H 0.498 0.802 -1.755
44 H 1.903 -0.145 -2.168
45 H 0.293 -0.627 -2.802
46 H -0.604 -0.531 -0.193
47 H -0.149 -2.872 1.533
48 H 0.252 -5.497 0.788
49 H 1.220 -5.482 -1.765
50 H 1.322 -2.879 -2.623
51 H -1.913 -2.008 -3.139
52 H -2.965 -1.681 -0.656
53 H -3.226 -4.120 0.479
54 H -2.321 -5.989 -1.298
55 H -1.491 -4.676 -3.547

Computed properties:
* ΔE to the lowest compared entry with this formula, charge and spin: 3.9864 eV
* net charge: -1
* LUMO level (spin up / spin down): 2.80 / 2.30 eV
* 2S+1: 5

***

Density functional theory data (the ωB97M-V functional and the def2-TZVPD basis) for a molecular structure, C25H28GeNOPPdSSe4.

CARTESIAN COORDINATES (ANGSTROEM)
1 Pd -0.062 0.162 0.444
2 O 0.666 2.272 0.673
3 N -0.200 3.207 1.024
4 C 0.325 4.423 1.298
5 C -0.462 5.476 1.672
6 C -1.842 5.273 1.770
7 C -2.357 4.035 1.489
8 C -1.535 2.962 1.100
9 S -2.185 1.421 0.713
10 H 1.397 4.464 1.182
11 H -0.006 6.431 1.879
12 H -2.497 6.080 2.065
13 H -3.417 3.840 1.554
14 Se -0.619 0.016 -2.023
15 Se -2.642 -0.996 -1.785
16 Se -2.144 -2.649 -0.042
17 Se 0.114 -2.313 0.191
18 C 3.325 0.457 1.544
19 Ge 2.345 -0.094 -0.055
20 C 2.825 1.242 -1.419
21 C 1.985 2.134 -2.079
22 C 2.481 2.984 -3.056
23 C 3.829 2.966 -3.383
24 C 4.681 2.095 -2.725
25 C 4.178 1.241 -1.753
26 C 3.077 -1.850 -0.540
27 C 3.589 -2.596 0.494
28 C 4.132 -3.884 0.288
29 C 4.144 -4.421 -0.962
30 C 3.630 -3.694 -2.065
31 C 3.636 -4.249 -3.367
32 C 3.142 -3.547 -4.428
33 C 2.628 -2.249 -4.233
34 C 2.613 -1.692 -2.987
35 C 3.101 -2.397 -1.861
36 H 4.381 0.553 1.290
37 H 3.235 -0.274 2.340
38 H 2.952 1.424 1.878
39 H 0.943 2.205 -1.808
40 H 1.810 3.667 -3.560
41 H 4.213 3.630 -4.146
42 H 5.735 2.072 -2.970
43 H 4.858 0.549 -1.267
44 H 3.583 -2.207 1.503
45 H 4.527 -4.438 1.129
46 H 4.544 -5.413 -1.134
47 H 4.038 -5.245 -3.504
48 H 3.146 -3.981 -5.419
49 H 2.238 -1.690 -5.074
50 H 2.221 -0.693 -2.856
51 C 0.994 -1.232 3.679
52 P -0.151 -0.142 2.768
53 C -1.729 -0.891 3.261
54 C -0.042 1.391 3.736
55 H 0.553 -1.468 4.649
56 H 1.950 -0.748 3.852
57 H 1.145 -2.154 3.120
58 H -1.874 -0.746 4.333
59 H -1.690 -1.958 3.044
60 H -2.554 -0.448 2.709
61 H -0.069 1.149 4.800
62 H -0.877 2.050 3.503
63 H 0.889 1.905 3.501

Computed properties:
* LUMO level (spin up / spin down): -0.95 / -0.95 eV
* 2S+1: 1

***

E for every record listed, in sequence, given in eV: -56195.97889, -62248.13820, -371423.51995.